A cluster of 2 separate species, C3H11NO2 in total at a distorted geometry, computed with ωB97M-V/def2-TZVPD.

Structure (ORCA input):
```
! RIJCOSX wB97M-V def2-TZVPD def2/J DEFGRID3
* xyz 0 1
C 1.01 -0.28 1.23
O -0.18 0.25 1.68
C 1.00 -0.16 -0.31
C 1.97 -1.26 -0.92
N 1.30 1.22 -0.81
H 1.00 -1.37 1.53
H 1.80 0.24 1.65
H 0.09 0.75 2.52
H -0.03 -0.28 -0.63
H 1.49 -1.44 -1.94
H 3.08 -1.05 -0.88
H 1.88 -2.20 -0.31
H 2.23 1.45 -0.80
H 0.64 1.90 -0.59
H -4.61 -0.69 -0.58
H -4.24 0.96 -0.28
O -4.36 0.18 -0.93
*
```

Summary:
Relative energy (zero: lowest compared OMol25 entry of this formula, charge and spin) (kcal/mol): 33.4
LUMO energy (eV): 0.76
Frontier orbital gap (eV): 9.535
E_tot (eV): -8873.043
Maximum force (Eh/bohr): 0.0835
Highest occupied orbital energy (Eh): -0.323